Record 1
Molecular formula: C19H26N2O8P2S2W
Method: DFT, ωB97M-V/def2-TZVPD

Results
Highest occupied orbital energy = -7.4910 eV
E_LUMO = -0.693 eV
Energy relative to the best compared isomer or geometry (same formula, charge and spin) = 0.0 kcal per mole

Structure (ORCA input):
```
! wB97M-V def2-TZVPD RIJCOSX def2/J DEFGRID3
* xyz 0 1
C -0.89306 0.42999 2.42095
S -1.56432 0.88462 -2.43213
H 0.85750 -2.43456 -1.82729
C 0.31342 -0.25255 2.44782
O -0.18446 3.87386 0.82854
O 0.07583 2.60637 -1.30085
P 1.20400 3.23423 1.33943
H 2.88016 4.55199 1.12884
C -3.15569 -2.49334 -0.97129
H 1.46326 -2.41412 0.19275
H 2.95101 -0.65183 0.43319
C 0.87748 -0.58840 3.67437
H 1.29033 0.28687 -3.72988
C -3.98240 -0.37807 -2.56299
O -2.06655 4.02487 -0.90738
H 2.83769 0.96925 -3.14806
C -0.93997 0.47160 4.82936
H -1.42088 0.77495 5.74960
N 0.97366 -0.63347 1.17431
C 2.44834 -0.50270 1.37455
H 0.72293 -0.48534 5.80027
C -4.87080 -1.38996 -2.24117
W 0.11729 0.72934 -0.67368
H -1.42563 -1.89641 1.05472
S -1.67956 0.79118 0.89968
H -2.44247 1.34585 3.56935
C -2.26758 -1.47900 -1.29777
O 0.19884 5.09466 -1.33786
H 0.81625 -2.64315 1.82002
O 2.27180 4.13566 0.50657
H -2.85401 -3.32697 -0.35295
C -4.46087 -2.44578 -1.43989
C 3.83395 -0.90812 -1.98550
O 1.28093 1.84483 0.70954
C -0.67883 -2.26061 0.35135
O 1.40486 3.37002 2.78106
H 3.91116 -1.00742 -3.06810
C 1.78178 0.82596 -2.91174
C -1.51339 0.79298 3.61535
H -5.15269 -3.23385 -1.17484
C 0.70654 -2.06832 0.89615
H -0.69007 -3.26669 -2.11694
P -0.63282 3.89151 -0.72596
H 1.33332 1.81149 -2.85526
H -0.32270 -1.74043 -2.95097
H 2.79186 -1.27285 2.06543
H -4.29681 0.46728 -3.16079
H 2.66924 0.47883 1.77223
O 2.48007 -1.04915 -1.54274
H -5.88928 -1.34520 -2.60373
H 4.25045 0.04812 -1.66646
N -0.84666 -1.52448 -0.92566
C -2.67350 -0.41903 -2.08921
H 1.81371 -1.12287 3.73163
C -0.19764 -2.29573 -2.02285
H 4.38389 -1.71830 -1.51284
C 1.62843 -0.00466 -1.64438
H -0.84435 -3.32906 0.18813
C 0.25703 -0.22926 4.85844
H 1.12001 5.07538 -1.03245
*
```

Atom-resolved charges from Mulliken, all expressed in e: C 0.967; S -0.289; H 0.420; C -0.187; O -0.346; O -0.293; P 0.288; H 0.308; C -0.475; H 0.494; H -0.159; C -0.855; H 0.271; C -0.828; O -0.701; H 0.585; C -0.746; H 0.404; N 1.157; C -1.103; H 0.421; C -0.616; W 1.268; H 0.565; S -0.368; H 0.497; C -0.446; O -0.556; H 0.614; O -0.529; H 0.353; C -0.922; C -1.045; O 0.187; C -1.373; O -0.793; H 0.329; C -1.164; C -0.733; H 0.412; C -0.986; H 0.448; P 0.600; H 0.259; H 0.373; H 0.636; H 0.480; H 0.328; O -0.240; H 0.396; H 0.407; N 1.248; C 1.119; H 0.321; C -1.495; H 0.264; C 0.798; H 0.619; C -0.948; H 0.360

Record 2
Molecular formula: C37H81NO20
Method: DFT, ωB97M-V/def2-TZVPD

Results
Highest occupied orbital energy = -9.2363 eV
SMILES = C[N+](=O)[O-].O=C1CCCO1.O=C1CCCO1.O=C1CCCO1.COCCOC.COCCOC.COCCOC.COCCOC.COCCOC.COCCOC
E_LUMO = 0.545 eV
Energy relative to the best compared isomer or geometry (same formula, charge and spin) = 0.0 kcal per mole

Structure (ORCA input):
```
! wB97M-V def2-TZVPD RIJCOSX def2/J DEFGRID3
* xyz 0 1
H -4.16627 5.44570 2.74130
C -5.05811 0.11570 0.94119
H -0.54764 3.32474 1.78368
O 0.00828 -3.58371 4.56724
C -2.21162 -4.29561 -3.84787
H 0.17830 -4.72025 -1.61941
H 3.81749 -1.60591 -2.90224
O 1.42906 2.19124 4.65842
H 5.07541 0.38334 -2.17768
H 6.36960 -3.27626 -1.64068
H 2.74713 -0.45405 -0.36601
C 1.57431 -0.04398 4.46863
C 3.14095 3.04475 -4.67794
C 0.40787 0.36450 0.91805
O -2.31967 -0.79494 -2.96919
H -5.36575 4.73006 3.78643
H -2.24124 4.51804 -2.62281
C 0.63712 -4.49302 -0.68192
O 1.97405 -4.04685 -0.86460
C 4.17233 2.30179 -2.59558
H 0.75591 1.98919 -0.44349
H -1.41166 -2.49282 -5.61685
H 0.64687 -5.27562 0.06135
H -2.05512 6.00842 2.84789
H -4.93654 -0.12000 2.02652
H 3.01182 4.04201 -5.13753
C 0.79609 -0.00357 -1.40641
H -2.05110 1.38750 2.75312
H -0.10121 5.01511 3.58852
H 0.87014 3.95528 1.10906
C -2.61665 -0.03213 4.61252
H -6.08000 0.05663 0.69149
H -0.02732 6.35446 -5.40240
O 4.16618 3.13797 -3.73531
H -2.68540 -2.48549 -0.95844
O 0.05315 0.71896 2.01551
O 1.10482 -0.81269 0.77929
H 1.25366 -5.18254 5.04899
C 0.77846 -4.70575 4.20028
H -1.74616 7.00492 -3.93925
C -1.31594 3.84740 -4.37006
H 2.59410 -5.92664 -1.72227
C -0.04411 5.33247 2.59834
O -1.17756 -3.35828 -3.70896
H 0.06671 -3.60451 -0.24136
C -2.12299 4.90775 -3.65550
C -2.26913 -3.64714 2.04087
H 0.14791 -5.49007 3.69530
C -2.90186 0.43969 -2.66559
H 1.15579 -3.79999 2.30326
H -3.41616 -1.94371 -4.23124
H 4.18997 -3.43048 2.23425
O 2.66897 -3.32283 3.63071
H -1.52043 2.41500 4.03693
H 2.77118 -2.36761 1.77898
H -2.82396 -4.40406 2.58627
H -4.31749 6.00285 4.42313
H -2.68039 -0.55507 -5.03598
H 4.66399 -1.09463 -4.42513
H 1.78436 -1.90678 -0.81654
H -2.83900 1.08962 -3.54464
C -1.36788 -2.21842 -4.57877
C -2.56545 -1.28429 -4.26545
O -0.20523 4.40962 -4.83834
H -3.13733 -0.33706 5.53053
C -4.37877 5.15913 3.76070
C -1.21024 6.13684 -3.58459
C -3.22003 3.21998 3.11519
H -2.73997 -4.26914 -4.77896
O -3.26506 1.18537 4.34381
H -2.95600 -4.10055 -3.01945
H 0.03345 -0.64124 -1.76028
H 2.13943 2.72412 -4.21569
H 3.93077 -1.84083 3.04483
H -2.30887 -2.78832 2.72773
H -0.84732 1.31382 -0.48348
O -4.37365 -0.84310 0.20518
C 4.27799 -4.83852 -0.93620
H 2.33849 -5.12364 2.66248
H 1.37745 0.46328 -2.18115
H -2.91563 -0.97875 1.66521
H -0.54511 -1.50853 -4.39528
C -2.41330 2.03902 3.54260
H -1.21958 -3.90567 1.91978
O -1.44616 5.99091 0.79009
O -1.05604 4.40897 -0.68352
C 5.96000 -4.05041 -2.32953
H -1.80638 -5.28121 -3.58420
H 2.50827 -0.45996 4.86828
C 4.59610 0.90411 -3.03658
H 0.89647 5.86798 2.50921
H 3.19993 2.06697 -2.08549
O 2.86117 1.51784 3.21553
C 1.76536 -4.25507 3.13214
H 2.59579 -5.83607 -0.00255
H -2.29904 -0.24987 0.24207
H 0.94334 5.82905 -4.01118
H 4.98169 2.67030 -1.99786
C -3.01179 -0.98860 0.57518
O -2.93628 -3.47928 0.83615
H -3.07260 4.99704 -4.15628
H -2.80593 -0.78455 3.80486
H 5.44461 1.05003 -3.76106
H 3.33381 2.30941 -5.43075
C 2.81575 -5.24677 -0.90833
H -2.33500 0.99638 -1.91845
C -0.89361 4.87414 0.39640
H -1.53091 0.04859 4.78389
H -3.89025 0.40407 -2.21701
O 3.53547 0.26525 -3.63388
C 3.42420 -2.69158 2.61434
C -2.48499 -2.32642 0.10770
H 4.82201 -5.76708 -0.82292
O -3.47558 4.17826 4.20573
O 4.57459 -4.26195 -2.20353
H 0.86274 0.08952 5.25622
H -1.37769 -2.22333 0.28014
O -1.64496 2.72820 -4.62582
C 3.73346 -1.08573 -3.85292
H -4.67495 1.12734 0.73876
H -0.92681 7.25913 2.38774
C -0.73290 -3.83390 5.72614
C -0.03573 5.77600 -4.48637
C 1.70821 -0.83679 -0.52444
H 1.23039 -0.58703 3.57945
H 6.41349 -4.98477 -2.13745
N 1.96760 1.29538 4.03451
H -4.19292 2.95540 2.64474
C 0.23228 1.03594 -0.42744
H -0.13921 -4.06349 6.63496
C -0.05223 4.24167 1.52574
H 2.86574 -1.39917 -4.43479
H -1.48511 -4.60136 5.56483
C -1.17735 6.24451 2.23518
H 4.55566 -4.16626 -0.11904
H -0.88375 6.28554 -2.52870
H -1.26531 -2.83807 5.88171
H -2.68935 3.78274 2.35923
H 6.10504 -3.72316 -3.39583
*
```

Results of the Mulliken charge analysis, in e, for atoms 1 through 99: H 0.410; C -0.615; H -0.859; O -0.014; C -0.929; H 0.302; H 0.235; O -0.634; H 0.453; H 0.269; H 0.085; C -0.799; C -0.380; C -0.334; O -0.007; H 0.316; H -0.113; C -0.477; O -0.215; C -0.176; H 0.154; H 0.554; H 0.483; H -0.136; H 0.221; H 0.234; C 0.132; H -0.286; H 0.392; H 0.727; C -0.492; H 0.443; H 0.276; O -0.478; H -0.296; O 0.108; O 0.386; H 0.572; C -1.003; H 0.316; C 0.470; H 0.339; C -0.900; O -0.138; H -0.278; C 0.039; C 0.206; H 0.326; C -0.297; H -0.434; H 0.349; H 0.298; O -0.418; H 0.272; H -0.195; H 0.472; H 0.276; H 0.525; H 0.393; H -0.400; H 0.432; C -0.652; C -0.603; O -0.361; H 0.392; C -0.925; C -0.297; C 0.091; H 0.464; O -0.478; H 0.245; H -0.528; H 0.134; H 0.326; H -0.290; H -0.421; O -0.545; C -0.492; H 0.204; H 0.565; H -1.509; H 0.036; C 0.233; H -0.102; O -0.513; O -0.453; C -0.818; H 0.265; H 0.331; C -0.656; H 0.353; H -0.063; O -0.632; C 0.646; H 0.410; H -0.110; H 0.304; H 0.449; C 2.444

Record 3
Molecular formula: H3N3O
Method: DFT, ωB97M-V/def2-TZVPD

Results
Highest occupied orbital energy (spin up / spin down) = -9.1469 / -9.1473 eV
SMILES = [H]/N=[N+](/N)[O-]
E_LUMO (spin up / spin down) = 0.489 / 0.489 eV
Energy relative to the best compared isomer or geometry (same formula, charge and spin) = 76.0 kcal per mole

Structure (ORCA input):
```
! wB97M-V def2-TZVPD RIJCOSX def2/J DEFGRID3
* xyz 0 1
N 0.94812 0.02275 -0.41660
H -2.02798 -0.68964 0.30774
H 1.72962 0.60495 -0.21758
N -1.06357 -0.77688 0.09399
N -0.20088 0.37257 0.11264
H 1.16419 -0.94083 -0.50246
O -0.54950 1.40708 0.62228
*
```

Atom-resolved charges from Mulliken, all expressed in e: N -0.417; H 0.198; H 0.247; N -0.690; N 0.971; H 0.297; O -0.605

Record 4
Molecular formula: C3H7NO
Method: DFT, ωB97M-V/def2-TZVPD

Results
Highest occupied orbital energy = -9.6743 eV
SMILES = CNC(C)=O
E_LUMO = 0.890 eV
Energy relative to the best compared isomer or geometry (same formula, charge and spin) = 5.4 kcal per mole

Structure (ORCA input):
```
! wB97M-V def2-TZVPD RIJCOSX def2/J DEFGRID3
* xyz 0 1
H 1.60308 0.47360 1.46134
H -0.53724 0.55563 1.12574
H -2.48179 -0.68677 0.50871
C 0.61188 -0.12729 -0.40205
C -1.86337 -0.28466 -0.29991
H -1.70999 -1.05987 -1.05275
N -0.57447 0.10566 0.22736
H -2.39677 0.55304 -0.76533
C 1.82568 0.31464 0.40090
O 0.70013 -0.64114 -1.50447
H 2.59969 -0.44981 0.31232
H 2.22317 1.24695 -0.01187
*
```

Atom-resolved charges from Mulliken, all expressed in e: H 0.306; H 0.202; H 0.308; C 0.676; C -0.827; H 0.309; N -0.190; H 0.258; C -0.933; O -0.625; H 0.279; H 0.236

Record 5
Molecular formula: C2H11NO2
Method: DFT, ωB97M-V/def2-TZVPD

Results
Highest occupied orbital energy = -8.8857 eV
SMILES = CCN.O.O
E_LUMO = 0.648 eV
Energy relative to the best compared isomer or geometry (same formula, charge and spin) = 20.3 kcal per mole

Structure (ORCA input):
```
! wB97M-V def2-TZVPD RIJCOSX def2/J DEFGRID3
* xyz 0 1
H -1.19030 -0.36147 -1.83345
O -4.68632 0.40845 -0.91833
C 1.98777 1.13567 0.70150
H 0.66354 -0.88004 0.65607
C 2.51155 -0.26825 0.33244
H -5.33446 -0.28147 -1.10679
O -1.51124 -0.71521 -1.00555
N 1.54774 -1.35741 0.51559
H 1.76473 -1.81985 1.38507
H -5.10866 0.93092 -0.21714
H 1.23100 1.07264 1.49069
H -2.44562 -0.60191 -0.95549
H 3.49882 -0.48431 0.73104
H 2.65034 -0.20586 -0.77011
H 2.75570 1.75442 1.17928
H 1.66541 1.67370 -0.18481
*
```

Atom-resolved charges from Mulliken, all expressed in e: H 0.303; O -0.642; C -1.055; H 0.192; C -0.249; H 0.322; O -0.619; N -0.584; H 0.240; H 0.320; H 0.347; H 0.321; H 0.332; H 0.195; H 0.308; H 0.267

Record 6
Molecular formula: C21H27AuN3O2Si
Method: DFT, ωB97M-V/def2-TZVPD

Results
Highest occupied orbital energy (spin up / spin down) = -10.8670 / -11.4727 eV
E_LUMO (spin up / spin down) = -2.199 / -6.458 eV
Expectation value of S² = 2.01
Energy relative to the best compared isomer or geometry (same formula, charge and spin) = 4.1 kcal per mole

Structure (ORCA input):
```
! wB97M-V def2-TZVPD RIJCOSX def2/J DEFGRID3
* xyz 1 3
C -2.41256 -3.42506 -3.90928
H -2.07407 -5.28540 -4.92153
C -3.17630 -1.68026 0.52751
H 1.35859 -1.64935 4.08715
H 3.44415 4.07125 -2.58371
O 1.81287 -1.85941 0.87215
C 2.94307 5.38473 -0.94740
C -3.46362 -0.31721 0.58984
C -1.65306 -3.31611 -1.62125
Au 0.03618 -0.59156 -0.14809
C -4.71156 0.12677 1.00721
H -6.17494 -2.87131 1.58598
H -1.14041 -3.38724 1.04808
C 0.70275 0.09054 2.95958
C 2.06403 2.02971 -0.71669
H -6.66071 -0.44793 1.69161
H -0.69953 -5.10230 -0.88031
H 2.79242 6.25085 -1.59224
H 5.53470 4.12701 0.97513
C 4.34633 5.38860 -0.33600
H -2.63820 -1.70389 -2.65940
N 2.97030 2.94025 -0.89422
H -4.92697 1.18737 1.04300
H -3.97223 -3.65721 0.83572
H -2.71281 0.40675 0.28750
H 2.19884 5.42899 -0.14764
H -2.89117 -2.95774 -4.76012
H 3.82177 4.21277 1.39252
C 2.73211 4.10961 -1.75457
Si -1.50581 -2.39733 0.00404
H -0.97719 -6.35084 -2.97982
N -0.42929 0.36243 2.07503
H 0.12574 -2.01482 2.83785
H 1.57704 0.61209 2.56362
C -1.95076 -4.73185 -3.99976
C 0.98429 -1.39760 3.10205
C -5.68580 -0.79057 1.36997
C 2.16872 -1.85076 2.05226
O 3.19514 -2.07516 2.67000
H -0.56589 1.35581 1.93513
C -2.26205 -2.71926 -2.72686
H 5.04775 2.76918 -1.00634
C 4.52727 4.15970 0.55878
C -5.41620 -2.15115 1.30837
C -1.18117 -4.62564 -1.72649
H 4.50537 6.29913 0.24052
H 4.31729 2.00018 0.40665
C 4.28167 2.88005 -0.23376
N 1.24910 1.22127 -0.55581
H 1.72627 4.05140 -2.16609
H 0.52549 0.48443 3.96634
H 5.09071 5.36823 -1.13729
H -1.29095 -0.03831 2.43178
C -1.33684 -5.33245 -2.90965
C -4.16989 -2.59139 0.88895
*
```

Atom-resolved charges from Mulliken, all expressed in e: C -0.634; H 0.386; C 0.628; H 0.396; H 0.306; O -0.520; C -0.536; C -0.222; C 0.427; Au 0.621; C -0.600; H 0.398; H -0.249; C -0.605; C 0.557; H 0.384; H 0.313; H 0.341; H 0.339; C -0.645; H 0.339; N 0.013; H 0.388; H 0.351; H 0.330; H 0.293; H 0.379; H 0.283; C -0.780; Si 0.507; H 0.380; N -0.491; H 0.051; H 0.288; C -0.419; C -0.238; C -0.466; C 0.647; O -0.383; H 0.275; C -0.305; H 0.273; C -0.512; C -0.640; C -0.299; H 0.317; H 0.438; C -0.739; N -0.632; H 0.451; H 0.394; H 0.315; H 0.267; C -0.530; C -0.632